[1]
{
  "formula": "C4H8O2",
  "method": "ωB97M-V/def2-TZVPD",
  "lumo_ev": [-1.09, -1.09],
  "gap_ha": [0.278, 0.278],
  "largest_force_ev_per_a": 0.46,
  "e_tot_ha": -307.5104,
  "e_homo_ev": [-8.6, -8.6],
  "de_lowest_kj_mol": 530.4,
  "elements": ["C", "C", "C", "O", "C", "O", "H", "H", "H", "H", "H", "H", "H", "H"],
  "xyz": [[-1.520, -0.605, 0.327], [-0.314, -0.116, -0.156], [0.933, -1.007, -0.070], [2.115, -0.291, 0.043], [-0.001, 1.505, -0.141], [0.637, 1.579, 0.994], [-1.608, -1.576, 0.820], [-1.022, -0.355, -1.083], [-2.431, -0.025, 0.186], [0.982, -1.600, -0.993], [0.789, -1.728, 0.758], [1.877, 0.506, 0.590], [-0.994, 2.000, -0.199], [0.559, 1.714, -1.075]]
}

=====

[2]
{
  "formula": "C19H43I2N4O6",
  "method": "ωB97M-V/def2-TZVPD",
  "charge": 1,
  "lumo_ev": -5.35,
  "gap_ha": 0.192,
  "largest_force_ev_per_a": 3.78,
  "e_tot_ha": -2015.1426,
  "e_homo_ev": -10.6,
  "elements": ["C", "C", "N", "C", "N", "C", "N", "N", "C", "I", "C", "C", "I", "H", "H", "H", "H", "H", "H", "H", "H", "H", "H", "H", "H", "H", "H", "H", "C", "O", "C", "C", "O", "C", "C", "O", "C", "H", "H", "H", "H", "H", "H", "H", "H", "H", "H", "H", "H", "H", "H", "C", "O", "C", "C", "O", "C", "C", "O", "C", "H", "H", "H", "H", "H", "H", "H", "H", "H", "H", "H", "H", "H", "H"],
  "xyz": [[7.104, -5.307, -0.850], [6.908, -3.743, -0.796], [7.555, -2.990, 0.019], [5.882, -3.162, -1.855], [5.068, -2.017, -1.316], [3.757, -2.136, -1.830], [3.604, -2.034, -3.155], [2.562, -2.308, -1.039], [2.714, -3.491, -0.146], [1.669, -2.984, 1.714], [2.048, -4.811, -0.703], [2.799, -5.437, -1.947], [-0.076, -4.544, -1.112], [7.796, -5.486, -1.719], [6.134, -5.801, -1.134], [7.492, -5.716, 0.109], [7.275, -2.012, -0.165], [6.497, -2.794, -2.725], [5.237, -3.987, -2.250], [5.060, -2.014, -0.288], [4.135, -2.561, -3.842], [2.960, -1.324, -3.502], [2.324, -1.461, -0.516], [3.786, -3.670, 0.162], [2.123, -5.574, 0.121], [3.690, -6.054, -1.649], [3.111, -4.679, -2.708], [2.076, -6.147, -2.431], [0.049, -0.145, -2.442], [-0.157, 1.223, -2.175], [-1.084, 1.420, -1.111], [-1.042, 2.863, -0.635], [0.022, 3.111, 0.281], [1.319, 3.223, -0.298], [1.546, 4.556, -0.992], [0.999, 4.527, -2.302], [0.939, 5.819, -2.878], [-0.893, -0.636, -2.705], [0.737, -0.227, -3.286], [0.500, -0.639, -1.575], [-0.846, 0.748, -0.278], [-2.086, 1.189, -1.492], [-1.957, 3.060, -0.072], [-1.019, 3.567, -1.469], [1.531, 2.381, -0.961], [2.015, 3.158, 0.543], [2.623, 4.744, -1.078], [1.081, 5.356, -0.406], [0.266, 6.462, -2.301], [0.545, 5.722, -3.888], [1.936, 6.268, -2.928], [-2.429, 1.189, 2.363], [-3.695, 1.680, 2.751], [-4.224, 2.591, 1.796], [-5.696, 2.850, 2.071], [-6.545, 1.839, 1.536], [-6.583, 0.618, 2.271], [-7.419, 0.715, 3.537], [-6.656, 1.287, 4.589], [-7.465, 1.649, 5.691], [-1.717, 2.012, 2.233], [-2.066, 0.528, 3.150], [-2.514, 0.612, 1.434], [-4.102, 2.187, 0.784], [-3.666, 3.532, 1.884], [-5.979, 3.767, 1.549], [-5.889, 3.008, 3.133], [-5.578, 0.248, 2.478], [-7.064, -0.103, 1.604], [-7.727, -0.291, 3.849], [-8.309, 1.325, 3.341], [-8.179, 2.427, 5.400], [-6.817, 2.047, 6.471], [-7.998, 0.777, 6.083]]
}

=====

[3]
{
  "formula": "C6H17N2",
  "method": "ωB97M-V/def2-TZVPD",
  "charge": 1,
  "lumo_ev": -2.74,
  "smiles": "CCNC[C@H](C)[NH2+]C",
  "gap_ha": 0.391,
  "largest_force_ev_per_a": 1.83,
  "e_tot_ha": -348.0638,
  "e_homo_ev": -13.4,
  "de_lowest_kj_mol": 70.9,
  "elements": ["C", "N", "C", "C", "C", "N", "C", "C", "H", "H", "H", "H", "H", "H", "H", "H", "H", "H", "H", "H", "H", "H", "H", "H", "H"],
  "xyz": [[-0.098, 0.462, 0.719], [-1.048, 0.678, -0.386], [-1.011, 2.036, -0.951], [-0.980, 3.254, -0.028], [0.375, -1.001, 0.734], [0.396, -1.452, -0.699], [0.111, -2.908, -0.874], [1.789, -1.113, 1.303], [0.698, 1.184, 0.569], [-0.617, 0.640, 1.652], [-1.985, 0.417, -0.117], [-0.107, 2.039, -1.560], [-1.768, 2.161, -1.717], [-0.440, 4.099, -0.435], [-0.533, 3.015, 0.943], [-2.019, 3.454, 0.249], [-0.264, -1.679, 1.287], [-0.268, -0.805, -1.181], [1.288, -1.205, -1.093], [0.910, -3.349, -1.449], [-0.806, -3.072, -1.449], [-0.095, -3.347, 0.082], [2.026, -2.119, 1.643], [1.878, -0.449, 2.161], [2.570, -0.939, 0.597]]
}